1.
Density functional theory data (ωB97M-V with the def2-TZVPD basis set) for a molecular structure, C49H36FeIO10P2S.

Output
DFT total energy (Eh): -5283.62673
Expectation value of S²: 8.761
Highest occupied orbital energy (spin up / spin down) (eV): -7.45 / -7.44
LUMO energy (spin up / spin down) (eV): -0.37 / -1.07
Energy relative to the best compared isomer or geometry (same formula, charge and spin) (kcal per mole): 0.0
Orbital gap (spin up / spin down) (eV): 7.0793 / 6.3663
Strongest force on any atom (eV/Å): 2.54
Multiplicity: 6

Atoms and positions in Å:
Fe: -13.10727 -0.18213 18.03390
O: -12.65288 1.66980 19.32704
P: -13.59802 2.39098 20.28460
C: -15.33045 1.78275 20.13735
P: -15.87737 1.63336 18.40878
O: -14.74221 0.98342 17.59370
C: -17.49418 0.77894 18.47550
C: -18.41197 1.19333 19.45120
C: -19.65008 0.56994 19.50873
C: -19.99600 -0.46991 18.64254
C: -19.03411 -0.92509 17.70932
C: -17.75745 -0.32513 17.64492
C: -16.28133 3.24717 17.68483
C: -17.37020 4.02027 18.14339
C: -17.45654 5.33432 17.69569
C: -16.52916 5.92857 16.83451
C: -15.50655 5.09588 16.31369
C: -15.39201 3.76747 16.72263
C: -13.18466 2.11922 22.02418
C: -12.05553 1.36509 22.34140
C: -11.78304 1.08344 23.68776
C: -12.57754 1.61046 24.71066
C: -13.71283 2.35353 24.35588
C: -14.00864 2.65419 23.02130
C: -13.53704 4.17345 20.04354
C: -12.35094 4.74929 19.52585
C: -12.26572 6.12579 19.41040
C: -13.33072 6.94347 19.79208
C: -14.48515 6.33590 20.27494
C: -14.62447 4.95882 20.39664
H: -16.01014 2.39048 20.76997
H: -15.34131 0.77050 20.57753
H: -18.19151 1.99512 20.12783
H: -20.34683 0.88635 20.26500
H: -20.94350 -0.97882 18.75955
H: -19.23202 -1.75981 17.06373
H: -16.94077 -0.75788 17.07668
H: -18.11527 3.63323 18.78021
H: -18.25115 5.90556 18.14717
H: -16.56108 6.98767 16.64132
H: -14.78898 5.48200 15.61058
H: -14.56437 3.15829 16.38353
H: -11.40501 1.09502 21.51550
H: -10.95162 0.44033 23.93480
H: -12.33269 1.42587 25.73550
H: -14.36815 2.75811 25.10875
H: -14.80621 3.34816 22.73785
H: -11.52696 4.07763 19.31521
H: -11.35197 6.55336 19.04317
H: -13.25447 8.03325 19.69211
H: -15.30186 6.96670 20.63840
H: -15.53783 4.51672 20.76443
O: -9.81969 -2.75279 22.46875
C: -10.47330 -2.13194 21.64369
C: -9.93942 -1.29324 20.49448
O: -8.78768 -0.89420 20.33133
C: -11.11081 -1.11271 19.66526
C: -12.28932 -1.52697 20.30346
O: -13.41208 -1.20228 19.73905
C: -12.02365 -2.16455 21.53741
O: -12.80943 -2.58042 22.39050
O: -11.21454 -0.49260 18.53364
O: -11.89517 -0.08692 16.09805
S: -12.30667 -0.86527 14.88708
C: -13.41918 0.19758 14.04083
C: -14.43045 -0.34528 13.25832
C: -15.33785 0.52757 12.69278
C: -15.21530 1.89696 12.88402
C: -14.19889 2.43034 13.66124
C: -13.26947 1.55325 14.25391
C: -10.94665 -1.00440 13.77509
C: -11.23177 -1.54980 12.52480
C: -10.22066 -1.63569 11.57912
C: -8.92705 -1.24392 11.88764
C: -8.66510 -0.71381 13.16892
C: -9.68928 -0.56492 14.11064
H: -14.56331 -1.42750 13.19330
H: -16.14017 0.07631 12.09296
H: -15.94016 2.55256 12.42381
H: -14.09741 3.49171 13.79101
H: -12.48594 1.87417 14.93795
H: -12.24264 -1.94786 12.34757
H: -10.44677 -2.03886 10.58624
H: -8.13555 -1.38102 11.13938
H: -7.65942 -0.43919 13.47641
H: -9.52809 -0.09245 15.06217
I: -11.28143 -7.77110 18.63574
C: -12.25187 -6.10078 17.82457
C: -11.66276 -4.83952 17.84906
C: -12.37068 -3.70314 17.45675
C: -13.69982 -3.84082 17.02533
C: -14.28859 -5.13144 16.99576
C: -13.58893 -6.25858 17.39348
C: -14.56514 -2.65282 16.67820
O: -15.58625 -2.90819 16.01142
O: -14.24048 -1.43246 17.07116
H: -10.63229 -4.73712 18.17846
H: -11.91805 -2.71943 17.48667
H: -15.32739 -5.21378 16.68333
H: -14.09276 -7.21566 17.36894

2.
Density functional theory data (ωB97M-V with the def2-TZVPD basis set) for a molecular structure, C49H36N5ORuS2Si.

Output
DFT total energy (Eh): -3417.70665
Expectation value of S²: 6.078
Highest occupied orbital energy (spin up / spin down) (eV): -14.79 / -14.57
Total charge: +3
LUMO energy (spin up / spin down) (eV): -8.44 / -11.02
Energy relative to the best compared isomer or geometry (same formula, charge and spin) (kcal per mole): 1.7
Orbital gap (spin up / spin down) (eV): 6.3511 / 3.5517
Strongest force on any atom (eV/Å): 0.64
Multiplicity: 5

Atoms and positions in Å:
Ru: 0.05804 -0.35850 0.30237
S: -0.68028 -1.22140 -5.42769
C: -0.99179 -1.88808 -6.94974
C: -1.34936 -3.21135 -6.87875
C: -1.37098 -3.68376 -5.56195
C: -1.02959 -2.71834 -4.62921
C: -0.95342 -2.86646 -3.20159
C: -0.59359 -1.76213 -2.37824
N: -0.50818 -1.82560 -1.06825
C: -0.77377 -3.01730 -0.45003
C: -1.12838 -4.16902 -1.17011
C: -1.37583 -5.38525 -0.43672
C: -1.25546 -5.42691 0.90638
C: -0.87510 -4.25478 1.65280
C: -0.68682 -4.23885 3.02715
C: -0.26334 -3.06810 3.66652
C: -0.07121 -1.90285 2.87044
N: -0.27882 -1.89553 1.57606
C: -0.65172 -3.05797 0.94770
C: -0.01944 -3.00166 5.07077
C: 0.67454 -2.00623 5.77379
C: 0.77855 -2.28036 7.12883
C: 0.14714 -3.46677 7.47013
S: -0.55840 -4.25194 6.14549
C: -1.21389 -4.07307 -2.55658
H: -0.89724 -1.28182 -7.83518
H: -1.58504 -3.80708 -7.74557
H: -1.63083 -4.69985 -5.30734
H: -0.37159 -0.80222 -2.82892
H: -1.65632 -6.27041 -0.99074
H: -1.43804 -6.34509 1.44762
H: -0.83871 -5.14918 3.59418
H: 0.21919 -0.96302 3.31551
H: 1.11241 -1.13911 5.30386
H: 1.29269 -1.65848 7.84475
H: 0.06627 -3.90101 8.45440
H: -1.48113 -4.94965 -3.12913
C: 2.75362 1.85189 -1.07769
C: 1.89345 0.79012 -0.92437
N: 2.23407 -0.35634 -0.32113
C: 3.46964 -0.49867 0.13851
C: 4.44832 0.48388 -0.03535
C: 4.05676 1.68287 -0.61948
C: 5.83243 0.30557 0.44039
C: 6.66708 -0.71481 0.22962
C: 6.49148 -1.90957 -0.62003
C: 7.45698 -2.90695 -0.60176
C: 7.26050 -3.99507 -1.43806
N: 6.20565 -4.08663 -2.24033
C: 5.35396 -3.07087 -2.19905
N: 5.43091 -1.99239 -1.43376
H: 2.43719 2.76762 -1.55509
H: 0.86063 0.84295 -1.33020
H: 3.69958 -1.42458 0.64593
H: 4.77831 2.48026 -0.74275
H: 6.21971 1.14645 1.00534
H: 7.64534 -0.64376 0.68993
H: 8.32846 -2.83720 0.03271
H: 7.96910 -4.81418 -1.46956
H: 4.50171 -3.12912 -2.86769
O: 0.19713 1.04884 1.67650
Si: -0.33532 2.02154 2.83822
C: -1.31898 3.49825 2.13281
C: -0.95017 4.09594 0.88790
C: -1.66164 5.14516 0.37725
C: -2.72231 5.69162 1.13205
C: -3.06965 5.16115 2.39334
C: -2.35392 4.11260 2.90167
C: -1.43809 1.16360 4.07654
C: -1.17580 1.14346 5.44681
C: -2.03361 0.49481 6.32817
C: -3.16170 -0.15322 5.84996
C: -3.43814 -0.15068 4.48701
C: -2.58573 0.50548 3.61386
C: 1.06359 2.98335 3.59119
C: 2.36663 2.81955 3.10767
C: 3.41667 3.51887 3.67752
C: 3.17664 4.41469 4.71345
C: 1.88658 4.61066 5.18577
C: 0.83530 3.90566 4.62341
H: -0.11155 3.68579 0.33963
H: -1.41193 5.57668 -0.58142
H: -3.26167 6.54839 0.74960
H: -3.88883 5.59446 2.94952
H: -2.60631 3.70346 3.87164
H: -0.29906 1.64473 5.83950
H: -1.82522 0.50951 7.38978
H: -3.83806 -0.64209 6.53828
H: -4.32939 -0.63701 4.11455
H: -2.82503 0.51604 2.55394
H: 2.55265 2.12962 2.29303
H: 4.42600 3.37338 3.31755
H: 3.99816 4.96635 5.14975
H: 1.70196 5.31179 5.98726
H: -0.16711 4.06863 5.00157

3.
Density functional theory data (ωB97M-V with the def2-TZVPD basis set) for a molecular structure, C49H38F3INO17PTa.

Output
DFT total energy (Eh): -4219.16841
Highest occupied orbital energy (eV): -4.24
Total charge: -1
LUMO energy (eV): -0.96
Orbital gap (eV): 3.2846
Strongest force on any atom (eV/Å): 3.39

Atoms and positions in Å:
N: -1.32199 0.60692 -5.18207
Ta: -1.49379 -1.18680 -6.30104
P: -3.34289 -0.23296 -7.89069
O: -4.76510 -1.02000 -7.48173
I: -3.77269 2.14546 -7.40705
C: 0.16305 -0.36949 -7.75904
F: 1.35502 -1.00050 -7.54775
F: -0.12851 -0.54704 -9.06593
F: 0.49550 0.93964 -7.65162
H: -1.33152 1.45220 -5.74835
H: -0.40868 0.60774 -4.74154
H: -2.85093 -1.82257 -5.20401
H: -1.56989 -2.73922 -7.33830
H: -0.18986 -2.01396 -5.29874
H: -4.97691 -0.84093 -6.55604
C: 5.39862 -2.19289 -7.62134
C: 4.23352 -2.45211 -7.02827
C: 4.18551 -2.99391 -5.64629
O: 3.14044 -3.20984 -5.07886
C: 5.47595 -3.24108 -4.96206
C: 6.63503 -2.97514 -5.54970
C: 6.69022 -2.42522 -6.92680
O: 7.75189 -2.17237 -7.46061
H: 5.45886 -1.79194 -8.62510
H: 3.28005 -2.27466 -7.51003
H: 5.41910 -3.63642 -3.95639
H: 7.58285 -3.13543 -5.05390
C: 5.12651 -0.78025 -0.58485
C: 5.65789 -1.71535 -1.36363
C: 7.01957 -1.56191 -1.93442
O: 7.48343 -2.42848 -2.64608
C: 7.76554 -0.32558 -1.60340
C: 7.23666 0.61674 -0.82207
C: 5.87276 0.45672 -0.25195
O: 5.38084 1.30638 0.46302
H: 4.13412 -0.87579 -0.16164
H: 5.12843 -2.62473 -1.61855
H: 8.75614 -0.23418 -2.03139
H: 7.76820 1.53476 -0.56810
C: -2.13779 3.65680 -0.80986
C: -1.78116 2.64040 -1.58960
C: -0.49452 2.65071 -2.32155
O: -0.16625 1.72430 -3.02687
C: 0.38175 3.83912 -2.15226
C: 0.02151 4.85574 -1.37402
C: -1.26842 4.84227 -0.63981
O: -1.59021 5.76929 0.07653
H: -3.07156 3.66046 -0.26258
H: -2.40191 1.76412 -1.71998
H: 1.31894 3.82677 -2.69525
H: 0.64435 5.73098 -1.23647
C: -2.57323 0.97202 2.23102
C: -2.55550 0.75172 3.54275
C: -3.75879 0.26908 4.26016
O: -3.73943 0.07096 5.45951
C: -4.98739 0.03763 3.46270
C: -5.00915 0.25572 2.15089
C: -3.80443 0.73852 1.43230
O: -3.82018 0.93406 0.23724
H: -1.70630 1.32673 1.68897
H: -1.67078 0.91243 4.14549
H: -5.85279 -0.31715 4.00517
H: -5.89466 0.09217 1.55021
C: 8.87763 5.35849 -1.00253
C: 9.67341 6.42249 -1.06240
C: 10.96159 6.46229 -0.32608
O: 11.68646 7.43094 -0.37774
C: 11.32830 5.26914 0.47790
C: 10.53212 4.20574 0.53718
C: 9.24632 4.16889 -0.19932
O: 8.51969 3.19763 -0.14705
H: 7.93394 5.30834 -1.53047
H: 9.42405 7.30105 -1.64317
H: 12.27148 5.31770 1.00665
H: 10.77982 3.32631 1.11775
C: 3.26263 1.70981 2.17855
C: 2.15226 2.02141 1.51396
C: 0.90139 2.37604 2.22728
O: -0.10858 2.66390 1.61677
C: 0.93058 2.37220 3.71023
C: 2.03788 2.05832 4.37635
C: 3.29184 1.70321 3.66261
O: 4.29970 1.42178 4.27308
H: 4.18780 1.45310 1.67516
H: 2.10842 2.03459 0.43176
H: 0.00820 2.63911 4.21084
H: 2.08080 2.04901 5.45809
C: -4.73330 -2.67583 6.88488
C: -4.71423 -2.89584 8.19656
C: -5.91881 -3.38080 8.91387
O: -5.90221 -3.57996 10.11044
C: -7.14583 -3.61238 8.11285
C: -7.16665 -3.39232 6.80180
C: -5.96140 -2.90785 6.08622
O: -5.98134 -2.70966 4.88902
H: -3.86732 -2.32004 6.34372
H: -3.82947 -2.73293 8.79833
H: -8.01350 -3.96786 8.65397
H: -8.04686 -3.55498 6.20329
C: -10.21943 -5.00891 3.49931
C: -11.30710 -4.68772 2.80382
C: -12.57454 -4.32129 3.48350
O: -13.56684 -4.03079 2.85333
C: -12.58165 -4.32470 4.96848
C: -11.49404 -4.64573 5.66289
C: -10.22850 -5.01229 4.98187
O: -9.23471 -5.30314 5.61597
H: -9.28510 -5.27912 3.02404
H: -11.32148 -4.67804 1.72163
H: -13.51517 -4.05374 5.44478
H: -11.47857 -4.65522 6.74546